Record 1
85
Properties=species:S:1:pos:R:3 method="wB97M-V/def2-TZVPD" e_above_lowest_kcal_mol=0.00 orbital_gap_ev=7.8 max_force_ev_per_a=0.7 mol_weight_g_mol=760.5
Ti 0.73021 0.41546 0.99514
C 0.76727 -1.81221 5.03880
C 0.48959 -0.91302 3.83790
N 0.95702 -1.40506 2.51849
C 0.25590 -2.64775 2.11460
C -1.22834 -2.46652 1.83406
C 2.41542 -1.66407 2.53098
C 3.15016 -0.34746 2.70066
N 2.46227 0.55343 1.80530
C 2.48820 1.94503 1.84105
C 1.37023 2.41341 1.12880
F -0.74684 0.70086 2.00798
C 1.15902 3.76295 1.13646
F 0.07624 4.27879 0.49874
C 2.01167 4.66965 1.75232
C 3.09669 4.16144 2.43312
F 3.94236 5.00096 3.05189
C 3.34746 2.80070 2.50111
F 4.40674 2.33937 3.20484
H 0.35557 -1.32018 5.92093
H 1.83007 -1.97032 5.22049
H 0.28184 -2.78449 4.95026
H 0.94052 0.06657 4.00019
H -0.57803 -0.73414 3.75774
H 0.40690 -3.41185 2.88437
H 0.74267 -2.99786 1.20698
H -1.78255 -2.12816 2.70902
H -1.64464 -3.42357 1.51842
H -1.39054 -1.75204 1.02647
H 2.68120 -2.09228 1.56573
H 2.68401 -2.38719 3.30466
H 4.20124 -0.46201 2.42795
H 3.11308 0.01086 3.73455
H 1.84622 5.73614 1.70087
C -0.03323 2.76250 -4.97478
C 0.65074 3.11572 -3.81869
C 0.26328 2.58947 -2.59602
C -0.82029 1.71226 -2.51918
C -1.50720 1.36972 -3.68068
C -1.10960 1.88871 -4.90496
P -1.31061 1.13566 -0.85839
C -2.43225 -0.26480 -1.23756
C -1.83806 -1.41803 -1.76062
C -2.58990 -2.54604 -2.04053
C -3.95750 -2.53933 -1.78850
C -4.55643 -1.40118 -1.27228
C -3.80017 -0.26676 -0.99817
C -2.45421 2.44263 -0.30234
C -3.02375 2.31708 0.96763
C -3.89211 3.28647 1.44396
C -4.19044 4.39644 0.66481
C -3.62295 4.52835 -0.59320
C -2.75930 3.55582 -1.07811
H 0.27152 3.16770 -5.93138
H 1.48955 3.79788 -3.87074
H 0.79762 2.85242 -1.69247
H -2.35386 0.69593 -3.62853
H -1.64628 1.61606 -5.80496
H -0.77053 -1.42341 -1.93086
H -2.11376 -3.43393 -2.43955
H -4.55079 -3.42095 -1.99408
H -5.62210 -1.39241 -1.08089
H -4.28196 0.61641 -0.59891
H -2.77374 1.46419 1.58176
H -4.32843 3.18118 2.42907
H -4.86080 5.15915 1.04005
H -3.84802 5.39441 -1.20260
H -2.31851 3.67192 -2.05966
F -0.05140 -4.74179 -3.59195
C 0.95854 -4.36942 -2.79644
C 1.43731 -3.12919 -2.83943
N 2.49003 -2.71339 -2.05153
C 2.79508 -1.29624 -1.97149
C 1.83356 -0.56617 -1.06188
O 1.83730 0.66911 -1.01363
O 1.05561 -1.25254 -0.30466
C 3.04528 -3.55102 -1.09978
O 3.89124 -3.18516 -0.31250
N 2.55007 -4.83859 -1.12043
C 1.50429 -5.36601 -1.88632
O 1.15721 -6.51465 -1.77746
H 1.02249 -2.39162 -3.51459
H 2.76644 -0.85978 -2.96931
H 3.79496 -1.16692 -1.56391
H 2.96727 -5.47329 -0.45417

***

Record 2
8
Properties=species:S:1:pos:R:3 method="wB97M-V/def2-TZVPD" e_above_lowest_kcal_mol=31.19 orbital_gap_ev=10.2 max_force_ev_per_a=1.3 mol_weight_g_mol=132.9 smiles=OCP(Cl)Cl
O -0.07182 1.08927 -0.58448
C 0.57460 -0.06883 -0.13525
P 2.32140 0.07892 -0.80331
Cl 2.96114 1.56123 0.37720
Cl 3.05057 -1.54010 0.16229
H -1.00775 1.05824 -0.35858
H 0.59272 -0.14129 0.96361
H 0.12488 -0.98296 -0.54606

***

Record 3
15
Properties=species:S:1:pos:R:3 method="wB97M-V/def2-TZVPD" e_above_lowest_kcal_mol=157.13 orbital_gap_ev="3.9 / 3.9" max_force_ev_per_a=5.4 mol_weight_g_mol=85.1 total_charge=+1
C -2.70536 0.81639 0.44466
C -3.22451 -0.62172 0.20492
C -1.87419 -0.95584 0.04267
C 2.65270 -0.39168 0.45185
N -1.57498 0.25134 -0.27162
N 1.88242 -0.44292 -0.74551
H -3.20188 1.55755 -0.07611
H -2.35443 1.12391 1.47049
H -4.08773 -1.01110 -0.30767
H -1.27044 -1.90869 -0.21077
H 3.59713 -1.06893 0.25789
H 3.18899 0.48696 0.61261
H 2.07695 -0.76534 1.23420
H 2.17464 -0.15478 -1.65990
H 0.98464 -0.95351 -0.64751